[1]
Below is a 11-piece molecular cluster, C47H118F2N7O23S2 overall in a non-equilibrium geometry, with properties calculated with wB97M-V/def2-TZVPD.

The geometry in ORCA input format:
```
! wB97M-V def2-TZVPD RIJCOSX def2/J DEFGRID3
* xyz -1 1
N -7.685 -27.515 -3.169
S -6.785 -28.474 -2.362
O -7.406 -29.134 -1.239
O -5.415 -28.115 -2.238
F -6.722 -29.679 -3.427
S -7.633 -26.215 -2.089
O -6.456 -25.411 -2.127
O -8.368 -26.345 -0.867
F -8.628 -25.375 -3.009
C -6.977 -31.766 0.002
O -7.235 -33.157 0.051
C -7.412 -33.611 1.366
C -7.971 -35.039 1.362
N -6.880 -36.003 1.267
C -7.359 -37.337 1.643
C -6.235 -38.374 1.607
O -5.780 -38.674 0.298
C -6.680 -39.520 -0.388
H -6.687 -31.517 -1.012
H -6.288 -31.449 0.792
H -7.899 -31.207 0.214
H -8.032 -32.896 1.930
H -6.498 -33.603 1.978
H -8.719 -35.123 0.567
H -8.411 -35.160 2.354
H -6.428 -35.975 0.364
H -8.147 -37.610 0.926
H -7.835 -37.326 2.623
H -6.588 -39.253 2.162
H -5.336 -38.027 2.116
H -6.275 -39.784 -1.364
H -7.650 -39.051 -0.579
H -6.862 -40.450 0.159
C -12.316 -24.347 -2.626
O -12.992 -24.630 -1.417
C -12.063 -24.601 -0.346
C -12.487 -25.260 0.954
N -13.787 -24.814 1.429
C -14.212 -25.532 2.650
C -15.725 -25.479 2.679
O -16.180 -25.933 3.959
C -17.573 -25.810 4.067
H -13.083 -24.313 -3.396
H -11.551 -25.096 -2.859
H -11.770 -23.395 -2.596
H -11.839 -23.555 -0.091
H -11.151 -25.117 -0.665
H -11.727 -24.985 1.703
H -12.383 -26.342 0.852
H -13.688 -23.848 1.723
H -13.800 -25.051 3.546
H -13.873 -26.564 2.739
H -16.158 -26.106 1.894
H -16.095 -24.463 2.509
H -17.842 -26.112 5.077
H -18.148 -26.388 3.332
H -17.923 -24.783 3.896
C -2.558 -23.338 -4.659
O -3.761 -22.636 -4.660
C -4.680 -23.084 -3.707
C -6.110 -22.673 -3.930
N -6.678 -23.281 -5.116
C -8.051 -22.885 -5.402
C -8.517 -23.402 -6.749
O -7.573 -22.944 -7.707
C -7.916 -23.371 -9.000
H -1.822 -22.898 -5.328
H -2.719 -24.378 -4.976
H -2.114 -23.398 -3.653
H -4.311 -22.713 -2.734
H -4.714 -24.149 -3.419
H -6.092 -21.588 -4.127
H -6.786 -22.714 -3.062
H -6.739 -24.286 -4.936
H -8.160 -21.795 -5.468
H -8.642 -23.155 -4.514
H -9.482 -22.988 -7.063
H -8.576 -24.498 -6.745
H -7.707 -24.442 -9.091
H -7.453 -22.770 -9.779
H -8.992 -23.288 -9.226
C -8.171 -24.710 2.435
O -8.401 -23.307 2.443
C -9.728 -22.938 2.207
C -9.846 -21.412 2.259
N -10.994 -20.997 1.481
C -11.041 -19.535 1.312
C -11.265 -18.788 2.633
O -12.587 -18.922 3.080
C -12.964 -17.924 3.992
H -8.608 -25.149 1.535
H -8.593 -25.166 3.333
H -7.088 -24.811 2.439
H -10.376 -23.434 2.943
H -10.115 -23.238 1.222
H -8.884 -21.015 1.898
H -9.905 -21.126 3.310
H -10.963 -21.441 0.573
H -11.884 -19.245 0.686
H -10.057 -19.216 0.945
H -11.027 -17.732 2.444
H -10.449 -19.082 3.304
H -14.030 -18.045 4.189
H -12.828 -16.894 3.648
H -12.460 -18.036 4.958
C -4.248 -25.559 0.547
O -3.147 -25.490 1.433
C -2.994 -24.240 2.067
C -1.606 -24.305 2.698
N -0.529 -24.630 1.748
C -0.256 -23.487 0.882
C 0.756 -23.801 -0.233
O 0.045 -23.842 -1.459
C 0.841 -23.609 -2.596
H -4.130 -24.992 -0.378
H -5.150 -25.152 1.027
H -4.484 -26.610 0.390
H -3.700 -24.086 2.894
H -3.057 -23.382 1.391
H -1.619 -25.103 3.443
H -1.389 -23.341 3.167
H -0.925 -25.362 1.156
H 0.139 -22.663 1.486
H -1.103 -23.015 0.367
H 1.386 -24.656 0.031
H 1.480 -22.976 -0.215
H 0.220 -23.698 -3.488
H 1.604 -24.391 -2.683
H 1.286 -22.610 -2.610
C -10.685 -28.748 5.827
C -10.193 -27.583 4.923
C -9.141 -26.762 5.702
C -7.761 -27.377 5.725
C -7.292 -27.702 4.302
C -8.255 -28.605 3.520
N -9.633 -28.125 3.675
O -10.619 -28.903 3.050
C -7.930 -28.526 2.025
C -8.027 -30.058 3.991
C -11.330 -26.644 4.543
H -11.742 -28.904 5.581
H -10.767 -28.426 6.869
H -10.221 -29.724 5.727
H -9.147 -25.721 5.370
H -9.426 -26.709 6.757
H -7.688 -28.250 6.375
H -6.991 -26.671 6.049
H -6.304 -28.170 4.317
H -7.121 -26.811 3.694
H -8.587 -29.221 1.507
H -7.970 -27.505 1.640
H -6.883 -28.766 1.807
H -7.075 -30.401 3.589
H -8.075 -30.106 5.080
H -8.828 -30.700 3.615
H -12.234 -27.151 4.202
H -10.947 -25.982 3.767
H -11.745 -26.113 5.407
H -10.853 -28.407 2.252
C -10.815 -27.394 -4.851
C -10.516 -28.729 -5.530
O -9.139 -28.997 -5.690
O -10.522 -27.419 -3.452
H -11.830 -27.015 -4.984
H -10.206 -26.574 -5.261
H -11.037 -28.792 -6.488
H -10.929 -29.554 -4.936
H -8.685 -28.762 -4.876
H -9.557 -27.402 -3.328
C -5.440 -26.744 -5.401
C -4.689 -26.106 -6.531
O -5.239 -26.537 -7.798
O -6.799 -26.237 -5.444
H -5.104 -26.371 -4.429
H -5.424 -27.835 -5.415
H -3.612 -26.274 -6.526
H -4.798 -25.015 -6.546
H -6.113 -26.879 -7.571
H -7.226 -26.629 -4.655
C -2.119 -26.567 -2.409
C -1.252 -26.992 -3.613
O -2.139 -27.550 -4.571
O -1.289 -26.185 -1.314
H -2.711 -27.426 -2.105
H -2.743 -25.695 -2.628
H -0.626 -27.765 -3.156
H -0.614 -26.159 -3.921
H -1.728 -28.366 -4.867
H -0.833 -25.342 -1.493
C -10.727 -30.177 -1.361
C -11.514 -29.007 -0.775
O -10.740 -28.070 -0.024
O -11.604 -31.200 -1.776
H -10.004 -30.468 -0.592
H -10.185 -29.791 -2.224
H -12.284 -29.376 -0.088
H -12.045 -28.444 -1.547
H -10.155 -27.634 -0.658
H -12.010 -31.596 -1.000
*
```

Calculated values
LUMO energy ... 2.138 eV
Orbital gap ... 8.28 eV
E_tot ... -4971.17273 Eh
Molecular weight ... 1251.62 g mol⁻¹

These are the Mulliken partial charges, in e, on atoms 1 to 99: -0.449, 0.553, -0.075, -0.631, -0.418, 0.220, -0.296, 0.008, -0.152, -0.273, -0.425, -0.122, -0.853, -0.278, -0.465, -0.569, -0.336, -0.703, 0.164, 0.340, -0.028, 0.087, 0.293, 0.340, 0.408, 0.251, 0.226, 0.374, 0.380, 0.313, 0.268, 0.263, 0.297, -0.342, -0.551, -0.206, 1.061, -0.394, -0.296, -0.597, -0.283, -0.760, 0.379, -0.067, 0.253, -0.081, 0.207, -0.418, 0.046, 0.309, 0.289, 0.130, 0.349, 0.348, 0.240, 0.300, 0.307, -0.173, -0.475, 0.440, -0.790, 0.164, -0.553, -0.393, -0.317, -0.768, 0.394, 0.008, 0.033, 0.414, -0.449, 0.547, 0.151, -0.226, 0.421, 0.189, 0.531, 0.128, 0.260, 0.262, 0.308, 0.516, -0.562, 0.634, -0.777, -0.027, -0.772, -0.483, -0.287, -0.783, 0.221, -0.557, 0.035, 0.111, -0.538, 0.318, 0.270, 0.036, 0.373

[2]
Below is C47H119AsF6N9O10 as an isolated structure in a non-equilibrium geometry, with properties calculated with wB97M-V/def2-TZVPD.

The geometry in ORCA input format:
```
! wB97M-V def2-TZVPD RIJCOSX def2/J DEFGRID3
* xyz -1 1
As 0.459 0.003 -0.510
F -0.983 0.182 0.492
F 0.991 1.608 0.012
F 1.865 -0.209 -1.617
F -0.077 -1.624 -1.014
F -0.497 0.723 -1.873
F 1.346 -0.750 0.929
C -2.988 5.321 -1.270
C -3.366 6.861 -1.506
C -4.871 6.958 -2.087
C -6.002 6.800 -1.067
C -5.802 7.846 -0.019
C -4.412 7.723 0.660
N -3.325 7.745 -0.360
O -1.994 7.863 0.165
C -4.205 8.967 1.597
C -4.373 6.418 1.511
C -2.465 7.462 -2.649
H -3.881 4.699 -1.314
H -2.527 5.172 -0.294
H -2.218 4.990 -1.968
H -4.903 7.908 -2.621
H -5.001 6.199 -2.858
H -5.994 5.795 -0.646
H -6.962 7.095 -1.491
H -6.586 7.702 0.725
H -5.971 8.844 -0.424
H -3.327 8.913 2.239
H -4.166 9.913 1.056
H -5.059 9.060 2.268
H -4.498 5.413 1.107
H -3.564 6.483 2.239
H -5.195 6.558 2.212
H -1.416 7.214 -2.492
H -2.684 8.523 -2.778
H -2.754 6.966 -3.575
H -1.815 8.806 0.142
C 7.760 -7.965 3.716
C 7.722 -6.422 3.422
C 7.837 -6.282 1.896
C 7.582 -4.864 1.407
C 6.214 -4.345 1.878
C 6.120 -4.382 3.438
N 6.426 -5.763 3.888
O 6.077 -6.110 5.219
C 7.018 -3.305 4.096
C 4.632 -4.044 3.793
C 8.943 -5.791 4.060
H 6.796 -8.457 3.582
H 8.029 -8.117 4.762
H 8.478 -8.517 3.111
H 8.867 -6.567 1.683
H 7.342 -7.014 1.259
H 7.788 -4.811 0.338
H 8.370 -4.201 1.763
H 5.329 -4.903 1.571
H 6.199 -3.328 1.486
H 8.034 -3.202 3.714
H 6.524 -2.333 4.090
H 7.230 -3.569 5.132
H 4.518 -4.133 4.873
H 4.323 -3.054 3.457
H 3.985 -4.808 3.362
H 8.743 -5.273 4.999
H 9.411 -5.002 3.472
H 9.669 -6.581 4.250
H 5.393 -6.772 5.089
C -3.321 -4.992 0.382
O -3.909 -3.759 0.659
H -2.409 -4.817 -0.189
H -3.111 -5.627 1.244
H -3.951 -5.632 -0.236
H -4.049 -3.394 -0.218
C 5.072 2.713 -6.063
C 4.026 2.207 -5.159
C 2.638 1.896 -5.858
O 1.945 2.967 -6.470
C 1.543 3.961 -5.595
N 4.512 1.036 -4.398
H 5.825 3.266 -5.503
H 4.629 3.479 -6.700
H 5.460 1.949 -6.737
H 3.832 3.010 -4.448
H 1.982 1.470 -5.100
H 2.661 1.050 -6.545
H 2.329 4.648 -5.280
H 1.104 3.502 -4.709
H 0.850 4.583 -6.161
H 3.903 0.637 -3.698
H 5.356 1.327 -3.926
C 1.682 6.146 4.407
C 1.784 4.953 3.415
C 2.389 3.717 4.120
O 3.715 4.073 4.480
C 4.443 2.941 4.843
N 0.462 4.649 2.961
H 1.011 6.923 4.041
H 2.661 6.608 4.530
H 1.360 5.856 5.408
H 2.399 5.239 2.562
H 2.466 2.903 3.400
H 1.667 3.352 4.851
H 5.386 3.244 5.298
H 4.739 2.256 4.049
H 3.909 2.316 5.559
H 0.564 4.152 2.088
H 0.090 5.498 2.560
C 7.572 5.274 -0.818
C 6.339 4.891 -0.069
C 6.006 3.358 0.074
O 7.050 2.584 0.572
C 6.880 1.188 0.461
N 6.588 5.443 1.212
H 7.401 5.104 -1.881
H 8.434 4.627 -0.656
H 7.646 6.349 -0.651
H 5.490 5.419 -0.503
H 5.547 3.013 -0.852
H 5.144 3.178 0.717
H 6.056 0.940 1.131
H 7.741 0.722 0.939
H 6.704 0.816 -0.549
H 5.796 5.096 1.734
H 7.391 4.896 1.488
C -4.918 0.001 -4.044
C -5.307 -1.459 -3.897
C -5.286 -2.158 -5.262
O -5.623 -3.511 -5.236
C -5.666 -4.169 -6.526
N -4.378 -1.993 -2.932
H -3.939 0.132 -4.506
H -4.791 0.393 -3.035
H -5.590 0.624 -4.634
H -6.308 -1.641 -3.504
H -4.284 -2.035 -5.671
H -5.838 -1.551 -5.980
H -6.517 -3.821 -7.111
H -5.948 -5.207 -6.352
H -4.790 -4.099 -7.170
H -3.908 -1.249 -2.435
H -3.603 -2.418 -3.420
C -9.575 -2.417 0.387
C -8.076 -2.277 0.659
C -7.774 -0.786 0.694
O -6.434 -0.579 1.192
C -6.072 0.838 1.188
N -7.739 -2.855 1.947
H -10.196 -1.725 0.956
H -9.905 -3.446 0.526
H -9.807 -2.189 -0.653
H -7.486 -2.805 -0.090
H -8.442 -0.228 1.349
H -8.021 -0.435 -0.307
H -6.807 1.433 1.728
H -6.189 1.158 0.152
H -5.065 0.992 1.578
H -7.721 -3.857 1.825
H -8.563 -2.711 2.513
C -2.538 -7.480 -4.808
C -1.071 -7.162 -5.053
C -0.626 -5.746 -4.664
O -0.942 -4.742 -5.629
C -0.467 -3.481 -5.396
N -0.249 -8.168 -4.390
H -3.127 -7.492 -5.725
H -3.027 -6.795 -4.115
H -2.687 -8.500 -4.455
H -0.905 -7.272 -6.124
H 0.437 -5.677 -4.434
H -1.045 -5.400 -3.720
H -0.652 -2.806 -6.231
H 0.601 -3.575 -5.196
H -0.883 -3.070 -4.476
H -0.347 -9.129 -4.684
H 0.740 -7.972 -4.449
C -0.891 -1.757 5.211
C -2.083 -2.512 4.630
C -2.953 -3.265 5.625
O -4.105 -3.803 4.908
C -4.732 -4.809 5.693
N -2.880 -1.476 3.993
H -1.291 -1.081 5.966
H -0.333 -1.181 4.473
H -0.072 -2.355 5.613
H -1.718 -3.149 3.824
H -3.284 -2.521 6.349
H -2.132 -3.932 5.888
H -5.456 -5.432 5.169
H -5.147 -4.298 6.562
H -3.983 -5.541 5.994
H -2.315 -1.165 3.217
H -2.839 -0.645 4.566
*
```

Calculated values
LUMO energy ... 2.064 eV
Orbital gap ... 8.63 eV
E_tot ... -5942.11132 Eh
Molecular weight ... 1159.43 g mol⁻¹

These are the Mulliken partial charges, in e, on atoms 1 to 99: 2.174, -0.521, -0.515, -0.518, -0.532, -0.546, -0.564, -1.549, 1.446, -1.410, -0.455, -1.175, 1.525, 0.400, -0.438, -2.042, -1.779, -1.888, 0.254, 0.262, 0.472, 0.498, 0.397, 0.281, 0.356, 0.417, 0.391, 0.426, 0.419, 0.433, 0.312, 0.371, 0.481, 0.395, 0.468, 0.427, 0.304, -2.001, 1.706, -1.259, -0.698, -0.935, 1.473, 0.246, -0.450, -1.812, -1.979, -1.748, 0.424, 0.443, 0.417, 0.455, 0.416, 0.401, 0.283, 0.411, 0.356, 0.318, 0.437, 0.357, 0.437, 0.449, 0.424, 0.332, 0.301, 0.464, 0.334, -0.703, -0.343, 0.266, 0.239, 0.299, 0.224, -1.498, 0.830, -0.809, -0.391, -0.683, -0.767, 0.386, 0.336, 0.356, 0.169, 0.372, 0.384, 0.231, 0.357, 0.226, 0.256, 0.250, -1.331, 0.621, -0.682, -0.292, -0.768, -0.760, 0.399, 0.312, 0.295